# C31H41Cl3GeN4O5PbSSe

C31H41Cl3GeN4O5PbSSe as an isolated structure (ωB97M-V/def2-TZVPD, the OMol25 dataset).

Values from the calculation:
* charge: 0
* E_HOMO: -7.85 eV
* ΔE to the lowest compared entry with this formula, charge and spin: 0.0000 eV
* maximum force: 0.0085 Eh/bohr
* LUMO level: 0.17 eV

Positions of all 88 atoms, in Å:
Pb1 1.02 -0.03 2.06
Cl1 2.03 5.92 -2.81
C1 1.96 4.41 -1.94
C2 1.76 3.21 -2.63
C3 1.69 2.02 -1.96
C4 1.81 1.94 -0.54
O1 1.79 0.79 0.03
C5 2.00 3.18 0.14
C6 2.09 3.29 1.58
O2 1.99 2.40 2.40
C7 2.08 4.39 -0.58
H1 1.66 3.24 -3.71
H2 1.55 1.10 -2.50
H3 2.26 4.32 1.94
H4 2.23 5.31 -0.03
C8 0.52 -5.03 -2.17
Ge1 1.32 -3.39 -2.86
C9 0.16 -2.59 -4.21
C10 3.08 -3.79 -3.61
C11 1.58 -2.04 -1.43
Se1 0.55 -2.34 0.18
C12 1.75 -3.65 0.98
H5 0.03 -5.56 -2.98
H6 -0.22 -4.82 -1.40
H7 1.28 -5.69 -1.74
H8 -0.35 -3.36 -4.79
H9 0.74 -1.97 -4.89
H10 -0.59 -1.96 -3.73
H11 2.99 -4.49 -4.44
H12 3.72 -4.24 -2.85
H13 3.56 -2.88 -3.98
H14 1.26 -1.06 -1.79
H15 2.63 -1.94 -1.14
H16 2.07 -4.33 0.19
H17 1.19 -4.19 1.74
H18 2.60 -3.15 1.43
C13 0.37 -0.27 5.68
N1 -0.89 -0.34 4.97
C14 -1.20 -1.33 4.10
S1 -0.11 -2.56 3.70
N2 -2.42 -1.23 3.56
C15 -2.85 -1.98 2.40
H19 0.26 0.44 6.50
H20 1.20 0.06 5.04
H21 0.62 -1.24 6.08
H22 -1.31 0.56 4.73
H23 -2.91 -0.36 3.74
H24 -2.44 -1.55 1.48
H25 -3.94 -1.96 2.35
H26 -2.52 -3.01 2.49
Cl2 -6.53 0.81 -1.44
C16 -5.07 -0.14 -1.54
C17 -5.17 -1.52 -1.51
C18 -4.03 -2.29 -1.58
C19 -2.80 -1.67 -1.70
C20 -2.70 -0.29 -1.74
Cl3 -1.13 0.41 -1.95
C21 -3.84 0.53 -1.65
N3 -3.81 1.91 -1.75
C22 -2.84 2.81 -1.21
C23 -2.32 3.76 -2.09
C24 -1.45 4.73 -1.65
C25 -1.08 4.76 -0.31
C26 -1.59 3.81 0.56
C27 -2.49 2.83 0.14
C28 -3.07 1.91 1.19
C29 -1.98 1.33 2.08
O3 -2.01 1.55 3.30
O4 -1.14 0.60 1.47
H27 -6.15 -1.97 -1.42
H28 -4.09 -3.37 -1.55
H29 -1.89 -2.25 -1.76
H30 -4.70 2.33 -1.96
H31 -2.60 3.70 -3.13
H32 -1.05 5.46 -2.34
H33 -0.39 5.51 0.05
H34 -1.31 3.83 1.61
H35 -3.62 1.08 0.74
H36 -3.76 2.47 1.82
C30 4.84 -0.28 0.54
C31 4.61 -0.30 2.02
N4 5.55 0.30 2.79
O5 3.64 -0.85 2.53
H37 5.63 0.41 0.23
H38 3.90 0.00 0.06
H39 5.10 -1.29 0.22
H40 6.32 0.79 2.39
H41 5.40 0.32 3.79


# C54H48I2N7O2PPbTe

C54H48I2N7O2PPbTe as an isolated structure (ωB97M-V/def2-TZVPD, the OMol25 dataset).

Values from the calculation:
* charge: +2
* E_HOMO: -11.90 eV
* ΔE to the lowest compared entry with this formula, charge and spin: 0.0000 eV
* maximum force: 0.0137 Eh/bohr
* LUMO level: -5.00 eV

Positions of all 116 atoms, in Å:
Pb1 0.93 0.20 0.17
I1 0.92 -5.67 5.06
C1 0.88 -4.57 3.27
C2 2.01 -4.50 2.48
C3 1.97 -3.77 1.30
I2 3.79 -3.47 0.28
C4 0.80 -3.14 0.87
O1 0.69 -2.47 -0.32
C5 -0.31 -3.14 1.74
C6 -1.50 -2.27 1.44
N1 -1.17 -0.84 1.61
C7 -0.93 -0.44 3.00
C8 0.47 -0.72 3.50
C9 0.70 -0.97 4.85
C10 1.99 -1.20 5.29
C11 3.03 -1.18 4.36
C12 2.72 -0.92 3.04
N2 1.47 -0.68 2.62
C13 -0.26 -3.86 2.92
H1 2.93 -4.99 2.78
H2 -2.32 -2.56 2.10
H3 -1.82 -2.41 0.40
H4 -1.95 -0.29 1.27
H5 -1.65 -0.90 3.69
H6 -1.09 0.65 3.06
H7 -0.13 -0.99 5.55
H8 2.19 -1.39 6.33
H9 4.05 -1.38 4.65
H10 3.49 -0.90 2.29
H11 -1.12 -3.87 3.57
N3 3.13 3.13 3.36
C14 2.24 2.65 2.48
N4 2.53 1.92 1.46
C15 3.87 1.60 1.21
N5 4.25 1.06 0.10
N6 3.24 0.76 -0.77
C16 3.40 1.05 -2.00
C17 2.30 0.87 -2.96
C18 2.47 1.25 -4.29
C19 1.40 1.17 -5.16
C20 0.19 0.71 -4.68
C21 0.10 0.33 -3.35
N7 1.12 0.41 -2.51
C22 4.87 1.93 2.22
C23 6.20 1.50 2.15
C24 7.11 1.90 3.11
C25 6.70 2.73 4.15
C26 5.40 3.16 4.25
C27 4.48 2.75 3.29
H12 2.84 3.74 4.10
H13 1.20 2.91 2.66
H14 4.32 1.51 -2.35
H15 3.44 1.61 -4.62
H16 1.51 1.47 -6.19
H17 -0.68 0.63 -5.33
H18 -0.84 -0.04 -2.94
H19 6.49 0.87 1.32
H20 8.14 1.57 3.05
H21 7.42 3.05 4.89
H22 5.08 3.80 5.06
O2 -0.69 2.01 0.25
P1 -1.89 2.83 -0.15
C28 -2.33 3.91 1.22
C29 -1.90 5.24 1.24
C30 -2.08 6.00 2.38
C31 -2.69 5.45 3.50
C32 -3.14 4.13 3.47
C33 -2.96 3.36 2.33
C34 -3.32 1.79 -0.51
C35 -3.13 0.47 -0.90
C36 -4.22 -0.33 -1.21
C37 -5.50 0.19 -1.13
C38 -5.70 1.51 -0.75
C39 -4.61 2.31 -0.43
C40 -1.52 3.79 -1.62
C41 -2.51 4.41 -2.37
C42 -2.17 5.13 -3.50
C43 -0.84 5.22 -3.90
C44 0.15 4.59 -3.16
C45 -0.18 3.88 -2.01
H23 -1.42 5.66 0.36
H24 -1.75 7.03 2.40
H25 -2.83 6.04 4.39
H26 -3.63 3.71 4.34
H27 -3.32 2.34 2.30
H28 -2.12 0.07 -0.96
H29 -4.07 -1.36 -1.51
H30 -6.36 -0.43 -1.38
H31 -6.70 1.92 -0.69
H32 -4.76 3.33 -0.10
H33 -3.55 4.34 -2.08
H34 -2.94 5.63 -4.08
H35 -0.58 5.79 -4.78
H36 1.19 4.65 -3.47
H37 0.58 3.39 -1.42
C46 -3.57 -6.75 -4.62
C47 -2.53 -5.88 -3.97
C48 -1.85 -4.91 -4.70
C49 -0.86 -4.13 -4.13
C50 -0.13 -3.14 -5.02
C51 -0.54 -4.32 -2.78
Te1 1.25 -3.41 -2.08
C52 -1.21 -5.29 -2.02
C53 -0.90 -5.54 -0.57
C54 -2.21 -6.04 -2.63
H38 -3.70 -6.49 -5.67
H39 -4.53 -6.65 -4.12
H40 -3.28 -7.80 -4.56
H41 -2.09 -4.78 -5.75
H42 -0.68 -2.97 -5.94
H43 0.86 -3.52 -5.29
H44 0.01 -2.19 -4.51
H45 0.15 -5.35 -0.35
H46 -1.13 -6.56 -0.29
H47 -1.50 -4.88 0.07
H48 -2.73 -6.79 -2.04


# C9H14N2O7

One molecule with the formula C9H14N2O7 at a distorted geometry (ωB97M-V/def2-TZVPD, the OMol25 dataset).

Values from the calculation:
* charge: 0
* E_HOMO: -10.29 eV
* ΔE to the lowest compared entry with this formula, charge and spin: 3.8055 eV
* structure (SMILES): N[C@@H](CCC(=O)O)C(=O)N[C@@H](CC(=O)O)C(=O)O
* maximum force: 0.1202 Eh/bohr
* LUMO level: 0.02 eV

Positions of all 32 atoms, in Å:
N1 -1.43 -2.57 1.47
C1 -0.50 -2.37 0.32
C2 -1.32 -2.36 -0.99
C3 -0.64 -2.19 -2.32
C4 -0.59 -0.73 -2.80
O1 0.08 -0.29 -3.67
O2 -1.25 0.06 -1.96
C5 0.49 -1.20 0.29
O3 1.21 -0.91 -0.57
N2 0.45 -0.40 1.48
C6 0.96 0.93 1.47
C7 0.03 1.82 0.77
C8 -0.17 1.96 -0.67
O4 -1.13 2.63 -1.10
O5 0.59 1.61 -1.68
C9 1.16 1.41 2.86
O6 0.91 2.57 3.31
O7 1.62 0.42 3.65
H1 -2.07 -1.74 1.71
H2 -0.97 -2.80 2.43
H3 0.13 -3.21 0.25
H4 -2.12 -1.69 -0.66
H5 -2.06 -3.30 -0.86
H6 -1.19 -2.66 -3.04
H7 0.34 -2.52 -2.44
H8 -1.24 0.98 -2.22
H9 -0.60 -0.29 1.68
H10 2.03 0.93 0.99
H11 0.34 2.84 1.08
H12 -1.09 1.50 1.21
H13 1.09 0.81 -1.46
H14 1.60 -0.42 3.21


# C6H9N

A 2-piece molecular cluster, C6H9N overall (ωB97M-V/def2-TZVPD, the OMol25 dataset).

Values from the calculation:
* charge: 0
* E_HOMO: -9.23 eV
* ΔE to the lowest compared entry with this formula, charge and spin: 2.5473 eV
* structure (SMILES): C=C1N=CC=C1C.[H][H]
* maximum force: 0.0102 Eh/bohr
* LUMO level: -0.27 eV

Positions of all 16 atoms, in Å:
C1 1.55 -0.91 -0.17
C2 0.29 -0.46 -0.25
N1 -0.64 -0.90 -1.24
C3 -1.73 -0.27 -0.97
C4 -1.66 0.55 0.24
C5 -0.38 0.49 0.66
C6 0.22 1.03 1.91
H1 2.31 -0.42 0.43
H2 1.86 -1.78 -0.73
H3 -2.60 -0.35 -1.63
H4 -2.50 1.06 0.71
H5 -0.36 1.87 2.28
H6 1.25 1.37 1.76
H7 0.24 0.26 2.68
H8 1.61 -1.09 -2.66
H9 0.87 -1.18 -2.63


# C16H48B2MnO8

C16H48B2MnO8 as an isolated structure at a distorted geometry (ωB97M-V/def2-TZVPD, the OMol25 dataset).

Values from the calculation:
* charge: 0
* E_HOMO (spin up / spin down): -9.34 / -9.34 eV
* spin multiplicity: 6
* maximum force: 0.0961 Eh/bohr
* LUMO level (spin up / spin down): -1.92 / -2.28 eV

Positions of all 75 atoms, in Å:
Mn1 -1.08 -2.63 -0.59
B1 -0.38 -0.82 0.42
H1 0.14 -0.02 0.93
H2 -0.82 -1.56 1.06
H3 -1.24 -0.52 -0.15
H4 0.25 -1.32 -0.29
B2 -0.63 -4.48 0.52
H5 0.24 -4.09 0.01
H6 -1.25 -5.04 -0.16
H7 -0.29 -5.14 1.31
H8 -1.22 -3.72 1.00
C1 -2.35 1.68 -2.15
O1 -1.78 2.03 -3.45
C2 -0.87 0.98 -3.99
C3 -0.15 1.50 -5.30
O2 0.94 2.52 -5.12
C4 1.65 2.73 -6.34
H9 -1.63 1.65 -1.33
H10 -2.82 0.70 -2.15
H11 -3.13 2.40 -1.90
H12 -1.38 0.03 -4.14
H13 -0.16 0.64 -3.24
H14 -0.93 1.83 -5.99
H15 0.37 0.68 -5.80
H16 1.07 3.25 -7.11
H17 2.08 1.84 -6.81
H18 2.49 3.40 -6.18
C5 4.56 -0.43 -4.23
O3 3.24 -0.96 -4.37
C6 2.37 -1.16 -3.16
C7 3.11 -1.62 -1.89
O4 3.89 -0.53 -1.26
C8 3.19 0.69 -0.80
H19 4.99 -0.29 -5.23
H20 5.12 -1.18 -3.68
H21 4.67 0.58 -3.84
H22 1.57 -1.83 -3.48
H23 1.92 -0.19 -2.97
H24 3.83 -2.38 -2.20
H25 2.41 -2.11 -1.21
H26 2.24 0.54 -0.28
H27 3.09 1.20 -1.76
H28 3.80 1.18 -0.04
C9 -2.45 -1.26 4.03
O5 -3.62 -0.63 3.49
C10 -3.13 0.66 2.74
C11 -3.94 0.81 1.37
O6 -5.36 0.55 1.52
C12 -6.06 1.00 0.31
H29 -1.69 -1.44 3.27
H30 -2.68 -2.24 4.44
H31 -2.04 -0.92 4.98
H32 -2.06 0.76 2.58
H33 -3.37 1.42 3.49
H34 -3.60 0.09 0.62
H35 -3.74 1.79 0.94
H36 -6.99 0.43 0.26
H37 -5.45 0.86 -0.58
H38 -6.21 2.08 0.35
C13 1.37 -1.28 3.70
O7 1.97 -1.46 4.92
C14 1.84 -0.43 5.92
C15 1.79 1.05 5.49
O8 0.47 1.23 5.03
C16 0.50 2.04 3.82
H39 1.96 -0.58 3.12
H40 0.33 -0.95 3.78
H41 1.40 -2.12 3.00
H42 2.71 -0.56 6.57
H43 0.95 -0.78 6.45
H44 2.64 1.31 4.86
H45 2.01 1.64 6.39
H46 0.82 1.52 2.92
H47 0.99 2.98 4.05
H48 -0.49 2.40 3.52


# C30H44BCl5MnN2OP2

C30H44BCl5MnN2OP2 as an isolated structure at a distorted geometry (ωB97M-V/def2-TZVPD, the OMol25 dataset).

Values from the calculation:
* charge: +2
* E_HOMO (spin up / spin down): -13.53 / -13.60 eV
* spin multiplicity: 4
* maximum force: 0.0553 Eh/bohr
* LUMO level (spin up / spin down): -8.15 / -6.91 eV

Positions of all 86 atoms, in Å:
Mn1 -0.57 0.12 0.02
C1 0.36 2.35 4.46
C2 -0.37 2.05 3.14
C3 -1.88 2.25 3.34
C4 0.17 3.04 2.09
P1 -0.03 0.33 2.48
C5 1.79 0.21 2.55
N1 2.21 0.70 1.25
B1 1.42 0.63 0.10
N2 2.13 1.22 -0.96
C6 1.70 1.31 -2.33
P2 0.08 0.45 -2.41
C7 -0.98 1.61 -3.42
C8 -1.20 2.88 -2.58
C9 -0.28 2.02 -4.72
C10 -2.35 0.98 -3.73
C11 0.49 -1.20 -3.20
C12 1.13 -1.07 -4.59
C13 1.51 -1.86 -2.25
C14 -0.74 -2.12 -3.32
C15 3.36 1.69 -0.43
C16 4.39 2.38 -1.05
C17 5.47 2.75 -0.26
C18 5.52 2.42 1.09
C19 4.50 1.72 1.70
C20 3.41 1.36 0.92
C21 -0.65 -1.11 3.49
C22 -0.30 -0.99 4.98
C23 0.06 -2.37 2.92
C24 -2.18 -1.27 3.36
H1 0.08 3.36 4.74
H2 1.45 2.34 4.36
H3 0.08 1.69 5.28
H4 -2.06 3.30 3.55
H5 -2.24 1.68 4.20
H6 -2.47 1.98 2.47
H7 -0.14 4.05 2.40
H8 -0.22 2.88 1.09
H9 1.27 3.04 2.05
H10 2.09 -0.83 2.71
H11 2.20 0.81 3.36
H12 2.40 0.80 -2.99
H13 1.61 2.34 -2.66
H14 -0.31 3.23 -2.05
H15 -1.99 2.75 -1.84
H16 -1.51 3.68 -3.25
H17 0.64 2.59 -4.55
H18 -0.97 2.68 -5.26
H19 -0.06 1.18 -5.37
H20 -2.81 0.52 -2.85
H21 -2.30 0.25 -4.52
H22 -3.02 1.78 -4.07
H23 1.87 -0.28 -4.68
H24 0.38 -0.94 -5.37
H25 1.65 -2.01 -4.81
H26 2.51 -1.42 -2.33
H27 1.59 -2.92 -2.51
H28 1.22 -1.81 -1.20
H29 -1.56 -1.66 -3.86
H30 -1.11 -2.47 -2.36
H31 -0.43 -3.01 -3.89
H32 4.35 2.63 -2.11
H33 6.29 3.30 -0.71
H34 6.39 2.72 1.67
H35 4.55 1.45 2.75
H36 0.75 -0.71 5.15
H37 -0.46 -1.96 5.44
H38 -0.94 -0.27 5.49
H39 0.99 -2.57 3.44
H40 0.30 -2.30 1.85
H41 -0.59 -3.24 3.05
H42 -2.72 -0.36 3.60
H43 -2.50 -2.04 4.06
H44 -2.48 -1.60 2.37
Cl1 -6.96 -0.76 -0.24
C25 -5.39 -0.13 -0.14
C26 -4.30 -0.97 -0.15
Cl2 -4.52 -2.66 -0.24
C27 -2.99 -0.45 -0.07
Cl3 -1.70 -1.73 -0.05
C28 -2.77 0.96 0.01
O1 -1.53 1.58 0.06
C29 -3.90 1.77 0.04
Cl4 -3.63 3.46 0.16
C30 -5.19 1.26 -0.04
Cl5 -6.51 2.30 -0.01


# C3H5BrO

One molecule with the formula C3H5BrO at a distorted geometry (ωB97M-V/def2-TZVPD, the OMol25 dataset).

Values from the calculation:
* charge: 0
* E_HOMO (spin up / spin down): -7.39 / -7.17 eV
* ΔE to the lowest compared entry with this formula, charge and spin: 3.4749 eV
* maximum force: 0.0755 Eh/bohr
* LUMO level (spin up / spin down): 0.86 / 0.67 eV

Positions of all 10 atoms, in Å:
C1 -0.50 0.23 -0.23
C2 1.81 0.68 -0.14
C3 -1.47 -0.79 0.23
O1 0.72 -0.04 -0.08
Br1 3.51 -0.13 0.17
H1 -0.82 1.28 -0.39
H2 1.94 1.66 -0.58
H3 -2.38 -0.30 0.32
H4 -1.08 -1.03 1.14
H5 -1.71 -1.57 -0.44


# C6H12O

One molecule with the formula C6H12O (ωB97M-V/def2-TZVPD, the OMol25 dataset).

Values from the calculation:
* charge: 0
* E_HOMO: -9.52 eV
* ΔE to the lowest compared entry with this formula, charge and spin: 1.4394 eV
* structure (SMILES): CO[C@H]1CC[C@H]1C
* maximum force: 0.0056 Eh/bohr
* LUMO level: 1.11 eV

Positions of all 19 atoms, in Å:
C1 -1.39 2.09 -0.22
O1 -0.24 1.38 -0.56
C2 0.35 0.58 0.42
C3 -0.48 -0.47 1.20
C4 0.67 -1.48 0.94
C5 1.18 -0.57 -0.20
C6 0.65 -0.97 -1.58
H1 -1.18 3.00 0.35
H2 -2.10 1.47 0.35
H3 -1.85 2.37 -1.17
H4 0.96 1.18 1.12
H5 -0.74 -0.25 2.24
H6 -1.39 -0.75 0.65
H7 0.39 -2.50 0.67
H8 1.37 -1.53 1.78
H9 2.26 -0.39 -0.25
H10 1.28 -1.74 -2.03
H11 -0.37 -1.37 -1.51
H12 0.61 -0.11 -2.24


# C6H8F3N5O

C6H8F3N5O as an isolated structure at a distorted geometry (ωB97M-V/def2-TZVPD, the OMol25 dataset).

Values from the calculation:
* charge: +2
* E_HOMO: -18.73 eV
* ΔE to the lowest compared entry with this formula, charge and spin: 0.0000 eV
* maximum force: 0.1191 Eh/bohr
* LUMO level: -8.31 eV

Positions of all 23 atoms, in Å:
C1 2.44 -1.75 0.53
C2 0.59 -1.15 -0.87
C3 -0.24 0.30 1.20
C4 -2.38 0.59 -0.17
C5 0.72 -0.01 0.13
C6 1.08 1.45 -0.31
N1 1.68 -2.06 -0.58
N2 -1.57 0.59 0.87
N3 2.19 -0.65 1.03
N4 -0.29 -1.14 -1.78
N5 -3.56 1.12 -0.16
O1 0.13 0.32 2.35
F1 2.17 1.43 -1.06
F2 0.09 1.99 -0.97
F3 1.34 2.17 0.77
H1 3.09 -2.60 0.76
H2 -1.95 -0.06 -1.10
H3 2.08 -2.76 -1.20
H4 -1.88 1.02 1.76
H5 2.26 -0.21 1.96
H6 -0.15 -1.67 -2.66
H7 -4.02 1.26 -1.02
H8 -3.80 1.84 0.52


# C4H11NO

One molecule with the formula C4H11NO at a distorted geometry (ωB97M-V/def2-TZVPD, the OMol25 dataset).

Values from the calculation:
* charge: 0
* E_HOMO: -8.94 eV
* ΔE to the lowest compared entry with this formula, charge and spin: 1.7493 eV
* structure (SMILES): CNCCOC
* maximum force: 0.0431 Eh/bohr
* LUMO level: 1.11 eV

Positions of all 17 atoms, in Å:
C1 2.50 -0.37 -0.18
N1 1.04 -0.34 -0.47
C2 0.30 0.54 0.38
C3 -1.04 1.04 -0.20
O1 -1.79 0.02 -0.80
C4 -2.20 -0.92 0.14
H1 3.05 -0.89 -0.93
H2 2.91 0.66 -0.02
H3 2.71 -0.96 0.74
H4 0.89 -0.02 -1.47
H5 0.86 1.47 0.66
H6 0.12 0.01 1.31
H7 -1.64 1.60 0.58
H8 -0.84 1.80 -0.99
H9 -2.52 -0.50 1.12
H10 -3.01 -1.52 -0.28
H11 -1.35 -1.63 0.41